# 1
The following is a quantum chemistry calculation of 3 unconnected molecules or ions with the total composition CH3IO3 at a distorted geometry, from the OMol25 dataset.

## Properties
Energy relative to the best compared isomer or geometry (same formula, charge and spin)   405.9 kJ/mol
Calculated total energy   -15325.024 eV
HOMO   -10.05 eV
HOMO-LUMO gap   10.712 eV
Largest force on an atom   2.5 eV/A

Cartesian coordinates (Å):
H1 1.93800 2.25016 0.12573
C1 0.63382 -1.40757 1.08299
H2 -0.29532 0.89888 0.05324
O1 0.01331 1.83465 -0.03624
I1 -0.56818 -4.49472 0.51808
O2 0.20921 -1.12125 0.07498
H3 0.80053 -4.81637 -0.09137
O3 1.25925 1.67259 0.60103

# 2
The following is a quantum chemistry calculation of a molecular structure, CH3IOS2 at a distorted geometry, from the OMol25 dataset.

## Properties
Energy relative to the best compared isomer or geometry (same formula, charge and spin)   195.9 kJ/mol
Calculated total energy   -32901.789 eV
HOMO   -9.68 eV
HOMO-LUMO gap   9.632 eV
Largest force on an atom   4.3 eV/A

Cartesian coordinates (Å):
C1 -0.43158 -0.73193 -0.42552
H1 -0.27710 -1.58863 0.17272
H2 -0.00057 0.49966 1.62743
S1 0.63449 0.64946 0.19542
I1 -2.40135 -0.22896 0.00270
H3 -0.30641 -0.61758 -1.43282
O1 0.37124 1.94309 -0.33651
S2 2.41129 0.07490 0.19659

# 3
The following is a quantum chemistry calculation of a molecular structure, CH3LiO2 at a distorted geometry, from the OMol25 dataset.

## Properties
Energy relative to the best compared isomer or geometry (same formula, charge and spin)   8.9 kJ/mol
Charge   +1
Spin multiplicity   2
Calculated total energy   -5377.243 eV
HOMO (spin up / spin down)   -15.78 / -15.78 eV
HOMO-LUMO gap (spin up / spin down)   11.528 / 7.830 eV
Expectation value of S²   0.753
Largest force on an atom   1.2 eV/A

Cartesian coordinates (Å):
H1 -2.31859 -1.29512 1.62429
O1 1.18333 -1.10557 0.29816
C1 2.29171 -0.66277 0.51204
Li1 -0.61757 -0.55970 -0.25669
H2 2.46520 0.42674 0.58549
H3 3.18120 -1.31526 0.44808
O2 -2.28530 -0.75560 0.80680